Record 1
Below is 16 unconnected molecules or ions with the total composition C48H128O48S16 at a distorted geometry, with properties calculated with wB97M-V/def2-TZVPD.

```
! RIJCOSX wB97M-V def2-TZVPD def2/J DEFGRID3
* xyz 0 1
S 0.67686 -0.62266 5.16668
S 7.04115 -0.72373 -0.92493
S -6.26987 0.54246 0.58995
S 0.63408 5.30897 -3.38166
S -3.11545 -3.73279 -2.27738
S -4.09335 -2.61703 4.92599
S -2.68012 6.72022 -1.17738
S 3.45609 0.20092 -5.26785
S 5.65808 -3.11699 4.26755
S 1.34494 -8.25208 3.66689
S 3.54905 3.55696 -0.45382
S -0.84509 -0.92662 -4.70732
S 2.10309 3.76784 4.42741
S -5.39147 5.07106 2.46995
S -0.89149 1.20308 0.31447
S 1.57431 -5.30220 -2.55480
O -5.03433 -0.12433 0.25736
O 1.24819 -6.77681 2.91907
O 1.68265 4.96728 -4.36608
O -2.47592 -1.07004 -4.72704
O 0.78616 4.03890 3.47188
O -0.56045 4.14196 -3.34536
O 1.00187 5.62655 -1.97275
O 4.53685 0.89184 -5.98784
O 7.09843 -2.93441 4.30932
O -4.59826 3.80759 1.81210
O 1.04867 -4.05680 -2.16909
O 1.88104 -8.05120 5.02941
O 0.16019 -2.23123 5.23018
O -2.02092 8.22771 -1.35061
O -2.78493 -3.75244 -3.73561
O 8.35340 -0.89117 -1.50712
O 2.28639 -5.08415 -4.01775
O 2.95346 3.45878 -1.81632
O -3.57046 6.60406 -2.32528
O 1.60677 -0.46610 4.06789
O 3.62225 2.30741 0.31401
O -0.55510 1.64634 1.66884
O 3.14715 4.79764 4.31096
O 2.40967 -6.14186 -1.68038
O 4.70504 -2.03200 4.09500
O 0.94290 -0.28786 6.57500
O -2.26892 0.99254 -0.03724
O -2.51616 -4.68957 -1.32193
O -6.30647 5.63270 1.46701
O 5.03593 4.26330 -0.50137
O -4.48678 -3.99046 4.70046
O 3.82139 -0.04541 -3.69026
O 1.61423 3.33560 5.74312
O 7.27219 -0.21187 0.66129
O -4.75916 -3.80700 -2.17334
O -6.65220 0.75289 1.98099
O -0.44384 -0.59042 -3.32515
O 5.45655 -4.17002 3.02824
O 1.77430 -9.31578 2.73570
O 2.74100 -0.98009 -5.85295
O -3.44694 -2.13764 6.16715
O -0.45860 -0.03655 -5.80001
O -3.04877 -2.16255 3.72798
O -6.20514 2.01452 -0.09293
O -1.63340 5.70027 -0.90849
O -0.00839 -0.15690 -0.05934
O -4.42524 5.85939 3.27896
O 6.09870 -1.85096 -0.85715
C 6.21626 0.82276 -1.63251
C 5.06243 -4.22148 5.66038
C -3.05425 -2.02885 -6.90461
C -3.50705 3.18307 2.49638
C 2.59836 4.83875 0.59455
C 4.38886 -5.68281 -4.97522
C -4.84480 3.36529 -1.52533
C 0.18949 -6.32874 -3.08645
C -0.77359 8.49799 -0.71367
C -5.35312 -3.75121 -0.87019
C -0.64912 5.69064 2.79066
C -6.62063 -4.61816 -0.87285
C 2.66204 2.22385 3.53433
C -7.73518 -0.23015 -0.28192
C -3.21006 -2.61349 2.39904
C -0.77882 9.85834 -0.13089
C -0.34413 -2.75269 -5.05828
C 6.58671 0.42958 2.82126
C -0.13795 2.33223 -0.85023
C 1.38376 -0.11245 0.00724
C -5.52609 -1.54572 4.49498
C -5.62064 2.11078 -1.35902
C -2.42388 3.81925 -4.71642
C 4.58562 -4.86949 0.92527
C -1.85872 -2.41237 1.69430
C -0.34407 6.75892 -4.11592
C -6.44319 3.95524 3.47685
C -3.84358 1.96975 3.29782
C 0.86945 -6.64464 1.56342
C 3.31337 -1.12034 -2.98785
C -3.12977 -0.85106 -5.97577
C 5.14857 5.44027 -1.25743
C -0.23161 4.87510 3.98179
C 0.79112 -4.57843 5.20077
C -0.92884 3.52040 -4.55968
C -0.47630 -8.56132 3.83138
C 6.16738 -0.35581 1.50840
C 2.98497 -6.13608 -4.61826
C 1.11912 -3.16476 4.76196
C 6.10285 4.89688 -2.40543
C -3.70416 6.92840 0.29147
C 4.27089 -4.12400 2.23960
C -0.84405 0.22401 4.57836
C -2.93554 -1.98750 -1.65457
C 3.94452 -2.46458 -3.39458
C 1.70414 -1.57480 0.32044
C 0.37158 -5.20573 1.41067
C 2.10994 1.49496 -4.90891
H 0.60395 -2.71954 -5.59506
H -2.64293 0.04888 -6.35152
H -0.52825 3.33738 -0.69075
H -4.02838 2.27703 4.32715
H 6.03925 -1.39034 1.82689
H 5.54984 4.18094 -3.01347
H -0.48177 -4.94564 2.03696
H 0.30693 7.63213 -4.07361
H -4.12681 -0.47501 -5.74645
H -5.70378 -1.80772 3.45196
H -7.31194 -0.59449 -1.21799
H 3.69142 -0.86793 -1.99716
H -1.05400 -3.30898 -5.67043
H 3.44935 -3.25938 -2.83673
H 2.22830 -1.06842 -2.89828
H -0.88133 0.04296 3.50415
H 0.41770 -4.52534 6.22343
H -1.75320 -2.86288 0.70738
H -1.73006 -0.04200 5.15483
H 0.91578 2.36314 -0.57311
H -7.39964 4.43373 3.68747
H 0.07256 5.49285 4.82675
H -7.24985 -4.65259 -1.76224
H -0.70043 10.69197 -0.82875
H -6.77410 3.11553 2.86571
H 1.88840 1.84284 2.86769
H -8.42895 0.59661 -0.43440
H -2.96163 1.32924 3.29812
H 1.19707 -4.51789 1.59382
H 1.25638 -1.87862 1.26664
H 3.48815 2.60459 2.93376
H 4.86003 -5.88626 1.20631
H 4.09972 -4.65718 5.39307
H -7.14588 -4.39359 0.05546
H 6.40111 -0.14466 3.72895
H 5.02475 -2.48834 -3.25091
H -2.42515 4.84191 -5.09359
H -0.01521 8.32787 -1.47788
H -6.37548 -1.88024 5.09058
H 6.93433 4.34809 -1.96320
H -3.88014 3.35404 -1.01798
H -0.84760 -8.73344 2.82112
H 1.72002 -5.12413 5.36651
H 2.34200 -6.58102 -5.37768
H -6.47750 2.07386 -2.03172
H 1.25809 -3.17371 3.68089
H 6.18315 1.44147 2.78484
H -2.05890 -2.13478 -7.33607
H -0.48869 -9.51141 4.36549
H 2.45511 2.45443 -4.52372
H 3.60261 -2.82232 -4.36577
H -0.33678 3.88309 -5.39994
H 1.38970 1.03903 -4.22957
H 3.08875 -7.01243 -3.97846
H 5.19925 -0.04247 1.11771
H -3.09972 7.48662 1.00641
H -0.33020 1.90625 -1.83496
H -3.90004 -1.83717 2.06836
H -0.33586 -6.70031 -2.20667
H 3.91453 -3.11089 2.05331
H 1.91856 0.43003 0.78686
H -4.98905 1.28907 -1.69662
H -3.36299 -2.98815 -6.48924
H 0.11044 9.99329 0.48483
H 4.94183 -5.24627 -4.14350
H 6.54457 5.64653 -3.06193
H 0.22609 -7.45156 1.21261
H -0.47533 -5.81522 -3.78101
H 2.47239 5.80035 0.09701
H -1.21352 6.93002 -3.48120
H -0.65338 7.70998 0.02976
H 4.26554 5.90047 -1.70082
H 7.67614 0.43892 2.85533
H -2.92080 3.87627 3.09961
H 1.55318 1.72039 -5.81848
H -5.85084 3.73665 4.36535
H -4.62349 1.41783 2.77320
H -5.28632 -0.48559 4.57703
H -3.31837 -1.92400 -0.63598
H -4.60841 3.64616 -2.55165
H 2.77909 -1.68415 0.46405
H 0.03485 -5.12763 0.37693
H 6.80357 1.61252 -1.16406
H -1.09305 -2.89064 2.30512
H -3.87068 -1.84747 -7.60364
H 1.69507 4.28307 0.84632
H 4.92843 -3.60646 6.55027
H 4.38002 -5.01010 -5.83283
H -4.65262 7.36809 -0.01708
H -8.11830 -1.04476 0.33268
H 1.31421 -2.29240 -0.40144
H 3.65355 -4.89377 0.36068
H -0.76594 1.29771 4.74915
H 2.10165 -2.91035 5.15946
H 3.01651 1.51631 4.28389
H -5.70521 -2.73964 -0.66803
H -0.18371 -3.20572 -4.07995
H -1.31402 6.49454 3.10650
H -4.74902 -4.07606 -0.02306
H 0.74961 -7.11899 -3.58633
H -1.59203 9.93951 0.59036
H -1.87170 -1.76498 -1.57187
H -3.65758 -3.60531 2.33490
H -1.11100 5.05569 2.03462
H -0.96293 4.13515 4.30699
H 6.49733 0.91995 -2.68116
H 3.14619 5.04777 1.51341
H 1.81093 -6.80663 1.03858
H -5.38366 4.22566 -1.12847
H -6.35942 -5.66105 -0.69328
H -1.59468 -1.36738 1.53189
H -2.85216 3.69932 -3.72129
H -2.84681 3.00207 1.64820
H 5.79653 -4.99344 5.89118
H 5.06987 -6.47887 -5.27625
H -0.75743 2.45191 -4.42903
H -3.36829 -1.20261 -2.27487
H -3.81028 5.90130 0.64061
H 5.34056 -4.38291 0.30770
H -0.98115 -7.74857 4.35355
H 0.15167 -5.14337 4.52250
H 1.86614 0.23891 -0.90489
H 0.20932 6.21127 2.36626
H 3.41466 -4.67795 2.62447
H -0.48682 6.67905 -5.19358
H 5.14476 0.81056 -1.43287
H -2.95589 3.11039 -5.35092
H 5.60086 6.26024 -0.69960
*
```

ΔE to the lowest compared entry with this formula, charge and spin, kJ/mol: 593.7
LUMO, eV: -0.30
Gap between HOMO and LUMO, Eh: 0.3717
Electronic energy, eV: -323482.7019
Strongest force on any atom, eV/Å: 3.972

---

Record 2
Below is 17 unconnected molecules or ions with the total composition C48H137N7O17 at a distorted geometry, with properties calculated with wB97M-V/def2-TZVPD.

```
! RIJCOSX wB97M-V def2-TZVPD def2/J DEFGRID3
* xyz 0 1
O 3.94877 0.31288 -1.95461
O 3.26148 5.27607 0.39926
O -4.40718 2.43711 -2.36846
O 1.04244 -6.76770 3.42813
O 0.16614 6.68955 -2.61808
O 3.05935 0.21592 -5.96199
O -1.84155 -0.30145 1.56112
O 2.74256 -4.24258 -1.71217
O 2.90380 0.98682 4.25485
O 0.14446 -3.09019 6.21671
O -0.19673 0.93653 -0.42874
O 3.17383 2.23037 -4.03210
O -4.92628 2.60619 2.23605
O -1.34012 0.57401 -6.78004
O -2.10065 -2.80895 0.37268
O -1.73793 -2.75143 -3.89764
O -2.29433 3.63475 1.93227
N -4.89415 -0.73288 -0.58418
N 0.20284 -1.99204 -6.28931
N 2.27496 -5.75656 1.21381
N 1.51079 -1.67931 -2.36513
N 2.30438 -0.29375 6.92112
N 2.68659 4.19856 3.81893
N -8.29746 3.68604 3.13463
C 1.63207 -1.74307 -6.35616
C 3.49836 6.48638 -0.26865
C 2.90200 4.03706 -2.62933
C -4.51328 3.78345 -1.83831
C -1.78045 4.36253 3.00422
C 1.17592 -6.75171 1.08360
C -4.05670 0.26291 -1.25356
C -5.05145 1.32840 -1.85658
C -3.14660 -0.43622 -2.32582
C 2.72620 5.42132 1.67835
C 0.42339 -3.93737 5.08726
C -0.30305 5.74278 -0.46252
C 0.55716 -1.16917 -1.36344
C 4.42653 1.72791 0.04414
C 0.83540 -7.50938 4.62145
C -7.11265 3.86538 1.01025
C 3.83567 -0.06614 4.07218
C -1.90681 -4.23587 2.33842
C -1.81648 2.50631 -5.24527
C -0.60201 0.97837 3.12854
C 2.18773 3.16276 -3.61187
C -0.73540 5.84213 -1.89573
C -5.03894 1.18967 1.92202
C 0.61732 -1.77528 6.17711
C 3.51453 -6.11652 -2.97658
C -0.49064 2.26138 -0.66654
C 1.82312 3.12837 1.73086
C 1.84161 -2.20047 8.35482
C 2.88170 4.07682 2.34749
C 3.25931 -4.62538 -3.00580
C 2.27202 -1.86519 -7.66137
C 1.79950 -0.37941 -5.78395
C 1.00501 -7.60856 2.33965
C 2.00687 -1.68513 6.96757
C 0.45608 0.34986 -1.47502
C 3.42900 -1.01550 2.96138
C -2.18648 5.81076 3.05137
C -0.95009 -4.83001 -2.78627
C 4.04335 -0.55548 -5.32453
C -1.28565 -0.31066 2.85942
C 1.36467 -7.55343 -0.28012
C 4.78977 0.52290 -0.81080
C -6.02642 3.00866 3.08270
C -2.02772 -4.07738 -3.50692
C 1.11980 -1.53732 -0.00388
C -1.93096 1.03035 -5.59877
C -1.38791 -3.85419 0.97348
C -7.34229 3.11336 2.25908
H -0.35944 -1.68938 -1.50891
H 2.57568 -6.66397 -2.96469
H -2.95761 -4.53492 2.31016
H -6.25074 2.31060 3.89217
H -6.21775 3.40225 0.51746
H 2.02195 3.05149 0.66035
H -0.24658 6.91011 -3.43635
H -0.58081 -1.17998 2.92021
H 1.48762 -6.82543 -1.04003
H 0.01598 -8.15023 2.32628
H -2.20994 3.11504 -6.03184
H 2.41616 -1.18141 -2.33721
H 4.15859 -1.78456 2.79527
H 3.29239 -1.44573 -7.72675
H -8.64011 3.14429 3.90347
H -0.46156 6.62468 0.14149
H 3.72191 4.49078 -3.15915
H 0.20975 0.99377 2.37753
H 1.70008 -7.63668 5.31882
H -8.00588 3.80713 0.39078
H -0.61036 -4.26725 -1.92019
H 3.48315 4.70826 4.21047
H 1.47087 0.69843 -1.55745
H -1.18199 2.36568 -1.52969
H -1.23264 1.80251 2.96142
H -4.07872 4.40979 -2.64524
H -1.71777 -3.46200 3.04992
H 0.77912 3.40181 1.88368
H 1.57933 -1.48438 -8.40995
H -0.85567 5.00463 0.06720
H -2.11746 -0.40524 3.59085
H 1.05546 -1.57737 8.83769
H 3.92062 3.73484 2.10609
H 5.02712 -0.06883 -5.54764
H -0.74987 2.78658 -5.00664
H -1.22576 0.20830 0.98881
H 0.54433 -8.16465 -0.65195
H 0.48238 -8.49685 4.40542
H 2.29964 -5.28819 2.09890
H -2.16460 6.16803 1.99596
H 0.27053 -1.54753 0.74175
H -1.93226 3.82974 3.98399
H -5.72169 4.01085 3.51043
H -7.70367 2.13022 2.04563
H 1.97125 2.16423 2.17727
H -0.18011 -1.08758 6.61654
H -0.71255 4.83887 -2.34372
H 1.32228 -4.57502 5.26160
H -5.85906 1.41326 -1.14639
H -8.07762 4.60512 3.45248
H 2.80384 3.27638 4.19153
H -4.34580 -1.55832 -0.44293
H 0.76468 -1.44724 5.13652
H 1.18391 -1.55568 -3.29997
H 3.98105 -0.58737 4.99211
H 2.54571 0.92853 5.13036
H -4.01295 3.83376 -0.91513
H 1.80067 -8.35902 2.33073
H -5.73370 0.70928 2.63129
H -4.03886 0.74850 1.95646
H 4.00648 -6.49059 -3.89342
H 3.81253 -0.57639 -4.26710
H 3.26673 6.16284 2.31324
H 0.52115 -3.31063 4.19298
H -3.23139 3.40316 2.08629
H 3.24301 -0.50233 1.98666
H -2.33976 -4.65265 -4.43297
H 0.25070 -6.17559 0.95893
H -0.46406 -4.55064 4.98487
H -2.52153 -1.15856 -1.79727
H 4.14880 -4.04561 -3.23307
H 1.60159 -2.49312 -0.02601
H -1.98742 -1.93217 0.78200
H 2.65615 7.17131 -0.06299
H -0.31226 -3.57669 1.05022
H -0.71410 4.36646 2.83483
H -1.72094 6.27429 -1.98536
H 1.93270 -0.95908 0.36490
H -3.01949 0.76855 -5.56475
H -5.56701 -1.13732 -1.21375
H -0.00361 0.58817 -2.42923
H -2.92170 -4.08301 -2.89237
H -0.22094 -1.25607 -6.84713
H -3.80610 -0.86600 -3.06392
H -5.53442 0.87824 -2.68317
H -0.10538 -4.87531 -3.43405
H 2.21682 -5.07052 0.50146
H 1.44408 0.20621 7.27766
H -5.52645 1.10932 0.95081
H 0.72531 5.40695 -0.45720
H -3.18124 6.06613 3.44722
H 2.15164 -3.53176 -1.87854
H 2.84588 -2.19771 8.87754
H -1.22597 -5.85200 -2.48839
H 2.94194 1.68198 -4.82205
H -0.96790 -2.73207 -4.47374
H 3.67631 1.11148 -2.40647
H 2.50286 -4.44977 -3.69463
H 4.75384 1.56435 1.06102
H 1.44807 -3.20352 8.26424
H 3.33883 1.87122 0.15992
H 1.98173 3.77549 -4.52429
H -1.22708 -5.04528 2.64879
H 2.26927 4.82270 -2.25960
H 1.08969 0.28241 -6.33930
H -0.98063 2.70679 0.18004
H -6.99127 4.93132 1.16485
H 4.47982 6.91276 0.01107
H 4.73296 0.41914 3.76969
H 4.81116 2.65452 -0.38233
H 4.15448 -1.49023 -5.78169
H 1.68754 5.76595 1.63605
H 3.14725 3.42830 -1.73729
H -1.61316 0.38686 -4.79392
H 4.13347 -6.35101 -2.11363
H 2.21351 -8.25375 -0.31596
H -3.46040 0.72988 -0.46440
H 2.71717 -2.35334 6.37957
H -0.11416 1.04069 4.10920
H 3.54809 6.22665 -1.32691
H -5.57175 3.97454 -1.67713
H -2.54578 0.35866 -2.80625
H -1.46460 -4.71558 0.29809
H 1.28286 2.64247 -3.28962
H 2.51765 -1.52459 3.24891
H -1.50755 6.33328 3.75455
H 2.31371 -2.92898 -7.92231
H -0.05018 -2.84341 -6.82233
H -2.45952 2.75033 -4.41214
H 0.03984 -6.97798 5.21004
H 1.55183 -0.42773 -4.72441
H -1.64658 1.11989 -7.52987
H 2.94650 -0.04802 7.68445
H 0.40411 2.87507 -0.80491
H 2.13618 -2.47470 -5.71706
H 4.72630 -0.40158 -0.23464
H 5.81315 0.61500 -1.05451
*
```

ΔE to the lowest compared entry with this formula, charge and spin, kJ/mol: 3.2
LUMO, eV: 0.59
Gap between HOMO and LUMO, Eh: 0.3320
Electronic energy, eV: -97229.1550
Strongest force on any atom, eV/Å: 2.834